Molecular formula: C29H47KN8OS
Method: DFT, the ωB97M-V functional and the def2-TZVPD basis

Cartesian coordinates (Å):
K1 0.053 -0.244 -0.716
C1 -0.931 -3.131 -1.741
C2 0.485 -3.158 -1.770
C3 0.894 -2.194 -2.752
C4 -0.293 -1.612 -3.267
C5 -1.416 -2.185 -2.652
C6 -2.867 -1.962 -3.025
C7 -3.079 -0.548 -3.572
C8 -3.282 -2.975 -4.106
C9 -3.781 -2.148 -1.809
C10 2.273 -1.753 -3.261
C11 3.099 -2.932 -3.797
C12 2.115 -0.777 -4.437
C13 3.086 -0.984 -2.203
C14 1.230 -4.225 -0.957
C15 1.501 -5.463 -1.831
C16 2.548 -3.760 -0.326
C17 0.363 -4.695 0.223
H1 -1.554 -3.770 -1.133
H2 -0.336 -0.853 -4.033
H3 -2.487 -0.383 -4.472
H4 -2.792 0.204 -2.836
H5 -4.133 -0.391 -3.829
H6 -2.641 -2.871 -4.983
H7 -4.325 -2.827 -4.412
H8 -3.170 -3.994 -3.730
H9 -3.514 -1.440 -1.025
H10 -3.693 -3.157 -1.403
H11 -4.828 -1.984 -2.089
H12 2.521 -3.489 -4.537
H13 3.393 -3.624 -3.012
H14 4.016 -2.566 -4.273
H15 1.556 -1.230 -5.258
H16 3.106 -0.494 -4.806
H17 1.602 0.133 -4.127
H18 3.285 -1.575 -1.316
H19 2.545 -0.091 -1.897
H20 4.047 -0.657 -2.614
H21 2.115 -5.218 -2.695
H22 0.554 -5.861 -2.202
H23 2.008 -6.247 -1.255
H24 3.311 -3.528 -1.064
H25 2.945 -4.554 0.316
H26 2.386 -2.878 0.296
H27 -0.532 -5.215 -0.116
H28 0.057 -3.853 0.845
H29 0.936 -5.392 0.843
N1 -1.213 0.166 4.490
C18 -0.478 0.107 3.282
S1 -0.486 -1.420 2.469
N2 0.121 1.217 2.985
N3 0.776 1.277 1.749
C19 1.983 1.679 1.827
C20 2.891 2.020 0.727
C21 4.194 2.354 1.099
C22 5.157 2.771 0.198
C23 4.789 2.881 -1.146
C24 3.512 2.574 -1.552
C25 2.506 2.107 -0.653
O1 1.347 1.790 -1.084
H30 -1.226 -0.738 4.942
H31 -0.862 0.903 5.090
H32 2.405 1.838 2.830
H33 4.451 2.280 2.153
H34 6.161 3.008 0.526
H35 5.518 3.211 -1.880
H36 3.224 2.649 -2.594
C26 -4.349 -0.133 2.344
N4 -4.211 1.187 1.746
C27 -4.170 2.238 2.753
C28 -3.251 1.276 0.728
N5 -2.445 0.368 0.377
N6 -3.292 2.510 0.062
C29 -2.226 2.951 -0.743
N7 -1.019 2.973 -0.116
N8 -2.513 3.383 -1.914
H37 -5.225 -0.123 2.995
H38 -3.472 -0.419 2.938
H39 -4.503 -0.876 1.563
H40 -5.131 2.276 3.270
H41 -3.985 3.196 2.275
H42 -3.376 2.043 3.488
H43 -2.385 -0.389 1.055
H44 -4.190 2.738 -0.340
H45 -0.945 2.433 0.737
H46 -0.181 2.805 -0.678
H47 -1.672 3.769 -2.339

HOMO = -1.250 eV
Energy above the lowest of the compared OMol25 structures with the same formula, charge and spin = 0.0 kcal per mole
Kohn-Sham gap = 5.6 eV
Molar mass = 594.92 Da
Charge = -2
Max |F| = 0.766 eV/A

---

Molecular formula: C49H45BaF6N2O7P2S3
Method: DFT, the ωB97M-V functional and the def2-TZVPD basis

Cartesian coordinates (Å):
Ba1 -0.288 0.629 0.516
F1 1.576 4.286 -0.247
C1 0.763 3.609 -1.073
F2 1.369 2.466 -1.369
F3 0.709 4.308 -2.214
S1 -0.979 3.591 -0.309
O1 -1.466 2.257 -0.219
O2 -1.705 4.458 -1.172
N1 -0.734 4.249 1.090
S2 -0.134 3.248 2.129
O3 0.601 2.222 1.467
O4 0.517 3.858 3.235
C2 -1.779 2.767 2.939
F4 -1.755 1.948 3.993
F5 -2.156 3.963 3.427
F6 -2.780 2.388 2.143
O5 -0.050 0.014 -1.722
C3 -0.956 0.429 -2.503
C4 -0.609 0.403 -3.917
C5 -1.284 1.120 -4.913
C6 -1.062 0.834 -6.240
C7 -0.264 -0.259 -6.586
C8 0.337 -1.031 -5.613
C9 0.227 -0.681 -4.270
P1 1.176 -1.398 -2.896
C10 2.602 -0.232 -2.923
C11 3.179 0.187 -1.730
C12 4.279 1.028 -1.750
C13 4.799 1.473 -2.955
C14 4.214 1.079 -4.146
C15 3.122 0.231 -4.129
C16 1.965 -2.786 -3.866
C17 1.069 -3.822 -4.110
C18 1.469 -4.997 -4.708
C19 2.799 -5.167 -5.060
C20 3.707 -4.154 -4.805
C21 3.299 -2.978 -4.200
H1 -1.941 1.925 -4.611
H2 -1.515 1.433 -7.021
H3 -0.118 -0.508 -7.629
H4 0.920 -1.896 -5.901
H5 2.736 -0.139 -0.795
H6 4.729 1.359 -0.824
H7 5.652 2.136 -2.972
H8 4.612 1.428 -5.090
H9 2.668 -0.074 -5.062
H10 0.035 -3.667 -3.823
H11 0.750 -5.785 -4.885
H12 3.127 -6.093 -5.514
H13 4.747 -4.295 -5.072
H14 4.026 -2.207 -3.992
C22 5.049 -5.086 -2.037
C23 3.796 -5.657 -1.903
C24 2.755 -4.947 -1.327
C25 2.964 -3.654 -0.859
C26 4.211 -3.064 -1.062
C27 5.248 -3.774 -1.634
P2 1.742 -2.634 0.076
C28 0.468 -3.939 0.341
C29 0.566 -4.937 1.304
C30 -0.406 -5.921 1.397
C31 -1.480 -5.922 0.523
C32 -1.587 -4.924 -0.435
C33 -0.625 -3.932 -0.521
C34 2.610 -2.701 1.692
C35 3.572 -3.658 1.933
C36 4.285 -3.686 3.136
C37 4.018 -2.756 4.099
C38 3.027 -1.773 3.898
C39 2.766 -0.834 4.914
C40 1.783 0.090 4.724
C41 1.044 0.106 3.533
C42 1.254 -0.747 2.460
C43 2.286 -1.720 2.674
H15 5.864 -5.658 -2.461
H16 3.626 -6.669 -2.248
H17 1.783 -5.409 -1.231
H18 4.364 -2.042 -0.745
H19 6.215 -3.307 -1.769
H20 1.414 -4.952 1.974
H21 -0.320 -6.695 2.150
H22 -2.227 -6.703 0.581
H23 -2.420 -4.942 -1.126
H24 -0.688 -3.130 -1.245
H25 3.795 -4.410 1.188
H26 5.046 -4.442 3.284
H27 4.552 -2.764 5.042
H28 3.352 -0.874 5.825
H29 1.571 0.836 5.479
H30 0.283 0.866 3.484
C44 -4.365 -2.432 0.110
S3 -3.364 -0.938 -0.417
C45 -3.315 -1.467 -2.174
O6 -2.017 -1.188 0.118
H31 -5.294 -2.450 -0.449
H32 -4.579 -2.347 1.167
H33 -3.776 -3.322 -0.072
H34 -4.299 -1.378 -2.618
H35 -2.942 -2.480 -2.241
H36 -2.608 -0.780 -2.645
C46 -4.160 -3.061 4.125
N2 -3.239 -2.217 3.411
C47 -2.003 -2.864 3.025
C48 -3.407 -0.896 3.185
C49 -4.760 -0.292 3.524
O7 -2.531 -0.204 2.707
H37 -4.412 -3.935 3.516
H38 -5.073 -2.531 4.377
H39 -3.696 -3.418 5.050
H40 -1.393 -3.100 3.898
H41 -1.436 -2.207 2.364
H42 -2.232 -3.791 2.498
H43 -4.907 -0.262 4.600
H44 -5.578 -0.838 3.063
H45 -4.761 0.724 3.146

HOMO = -3.839 eV
Kohn-Sham gap = 5.8 eV
Molar mass = 1183.37 Da
Charge = -1
Max |F| = 12.357 eV/A